Record 1
Density functional theory data (ωB97M-V/def2-TZVPD) for a structure of composition C27H23F3N2O2PtSb.

XYZ file:
```
59
Properties=species:S:1:pos:R:3:mulliken_charge:R:1
Pt -2.56 -0.56 0.46 1.07
Sb 0.83 -0.17 0.58 0.78
F -1.17 -0.32 2.94 -0.29
F -3.13 -1.14 3.23 -0.27
F -2.92 0.94 2.80 -0.26
O -3.79 -0.51 -1.62 -0.41
O -5.00 -0.35 0.14 -0.38
N -4.92 -0.38 -1.09 0.17
N -1.90 1.42 0.07 -0.50
C -0.90 -0.95 -3.35 -1.14
C 0.87 -2.32 0.90 0.45
C -2.32 6.73 0.30 -0.33
C -2.09 2.57 0.14 0.37
C 1.59 -0.04 -2.49 -0.47
C 3.70 -1.18 -0.19 0.12
C -2.19 3.94 0.19 0.12
C -2.46 -0.28 2.43 0.34
C 1.01 -2.77 2.21 -0.88
C 1.10 -4.13 2.47 -0.57
C 5.11 0.79 1.16 -0.48
C 3.73 0.80 1.14 -0.62
C 5.79 -0.22 0.49 -0.41
C -1.92 6.00 1.42 -0.55
C 3.01 -0.19 0.48 -0.24
C 0.61 -0.36 -1.56 0.29
C -1.86 4.63 1.38 -0.39
C 0.09 -0.63 -4.28 -0.45
C -2.76 -2.60 0.71 -1.17
C 1.32 -0.18 -3.84 -0.57
C -0.62 -0.82 -2.00 0.04
C 0.81 -3.25 -0.13 0.13
C -2.63 6.05 -0.88 -0.51
C 1.05 -5.05 1.44 -0.42
C 0.91 -4.60 0.14 -0.76
C 5.09 -1.20 -0.18 -0.71
C -2.57 4.69 -0.95 -0.47
H -2.90 6.62 -1.76 0.36
H 3.15 -1.96 -0.71 0.40
H 1.12 -6.11 1.65 0.36
H -2.83 -3.10 -0.26 0.31
H 2.09 0.07 -4.57 0.37
H 1.06 -2.06 3.01 0.35
H 5.63 -1.98 -0.70 0.37
H -1.40 -1.05 -1.27 0.25
H 1.21 -4.48 3.49 0.35
H -1.66 6.52 2.33 0.37
H 5.67 1.56 1.68 0.37
H 6.88 -0.23 0.50 0.36
H -1.55 4.07 2.25 0.48
H -2.81 4.16 -1.86 0.47
H 0.87 -5.31 -0.68 0.39
H -3.63 -2.89 1.31 0.37
H -0.11 -0.73 -5.34 0.36
H -2.37 7.81 0.34 0.39
H 2.56 0.32 -2.17 0.42
H 0.68 -2.91 -1.15 0.35
H 3.18 1.58 1.67 0.30
H -1.87 -1.28 -3.67 0.48
H -1.87 -2.98 1.22 0.15
```

Summary:
Highest occupied orbital energy: -3.7 eV
Charge: -1
Multiplicity: 1
Energy above the lowest of the compared OMol25 structures with the same formula, charge and spin: 32.17 kcal/mol


Record 2
Density functional theory data (ωB97M-V/def2-TZVPD) for an isolated molecule of C4H6ClF.

XYZ file:
```
12
Properties=species:S:1:pos:R:3:mulliken_charge:R:1
Cl -1.41 -1.14 0.02 -0.21
F -1.13 1.99 -0.03 -0.25
C 0.01 -0.09 -0.06 0.14
C 1.26 -0.87 0.00 -0.09
C 2.48 0.05 0.01 -1.27
C -0.06 1.21 0.04 -0.09
H 0.92 1.68 0.12 0.28
H 3.45 -0.44 -0.34 0.30
H 1.35 -1.57 -0.91 0.25
H 1.37 -1.57 0.83 0.30
H 2.63 0.63 1.02 0.29
H 2.28 0.90 -0.68 0.35
```

Summary:
Highest occupied orbital energy: -9.6 eV
Multiplicity: 1
Energy above the lowest of the compared OMol25 structures with the same formula, charge and spin: 17.48 kcal/mol


Record 3
Density functional theory data (ωB97M-V/def2-TZVPD) for a cluster of 12 separate species, C54H101BrNO18PS in total.

XYZ file:
```
177
Properties=species:S:1:pos:R:3:mulliken_charge:R:1
Br -3.24 -1.24 5.20 -0.06
S -3.30 2.20 4.90 -0.11
P -3.58 4.02 2.34 0.55
O 4.46 8.15 -4.17 -0.49
O -0.49 6.45 -0.71 -0.21
O -1.53 6.64 0.20 -0.38
O -5.70 -3.62 1.82 -0.51
O 2.44 -0.94 2.10 0.04
O 5.37 -3.14 -1.90 -0.45
O -5.01 3.61 2.70 -0.69
O -1.42 -3.68 1.23 -0.47
O -0.05 -0.43 -0.90 -0.48
O -2.90 3.55 -0.73 -0.56
O 8.56 -8.31 1.86 -0.47
O -1.46 2.09 -5.24 -0.20
O -9.32 2.74 0.94 -0.48
O 3.27 4.61 -6.81 -0.45
O 3.82 -2.16 3.49 -0.58
O 6.04 -7.18 0.68 -0.43
O -11.96 3.42 4.73 -0.51
O -4.43 -3.03 8.48 -0.50
N 4.92 4.82 -2.35 -0.42
C -2.39 1.65 3.40 0.18
C 1.35 -1.09 3.02 -0.59
C 9.84 -9.01 -0.07 -0.98
C -8.75 3.86 0.26 -0.36
C -0.85 0.20 5.93 -0.35
C -10.12 1.89 5.05 -0.45
C 4.73 -5.46 -2.19 -1.25
C -1.46 -0.51 4.65 -0.93
C 2.47 0.61 -2.04 -0.32
C -1.56 0.41 3.39 0.30
C -4.08 -4.39 8.71 -0.20
C -0.21 0.67 -0.40 -0.06
C 0.94 4.18 -6.93 -0.82
C -0.09 4.33 -1.82 0.88
C -6.36 -2.46 1.32 -0.11
C -0.94 5.65 -1.81 -1.17
C 3.33 3.23 -3.52 -0.95
C -3.17 2.00 -6.95 -1.31
C -0.84 0.10 2.13 0.29
C 5.19 -7.28 1.82 -0.27
C 1.58 1.89 -1.94 0.69
C 9.77 -8.08 1.13 -0.26
C -0.95 0.94 0.94 -0.14
C 5.15 -5.96 2.57 -0.82
C -2.51 2.49 2.19 0.69
C 3.66 -1.31 2.66 0.35
C -2.18 1.22 -6.10 -0.27
C -3.37 -3.49 -0.17 -1.07
C 5.08 -1.04 0.58 -0.29
C -0.54 3.11 -1.14 0.42
C 2.01 5.23 -7.01 -0.34
C 4.66 3.40 -2.68 -0.60
C 2.78 -1.48 -3.62 -0.62
C 0.32 1.90 -1.18 0.69
C 0.16 -1.16 -4.86 -0.69
C 5.68 8.35 -4.88 -0.21
C 1.00 -2.28 -5.28 -0.81
C 1.17 4.31 -2.57 -0.78
C 5.72 7.49 -6.13 -0.90
C 2.03 3.11 -2.65 0.40
C -7.85 -2.55 1.56 -1.16
C -2.57 -4.55 8.75 -0.90
C -1.88 3.02 -0.34 -0.38
C 2.31 -2.42 -4.64 -0.46
C 4.50 -4.02 -2.61 -0.02
C 0.63 -0.22 -3.83 0.04
C 4.93 -0.55 2.10 -0.42
C -0.36 -0.95 6.92 -1.11
C -11.63 2.07 4.99 -0.25
C 0.02 -1.20 2.12 -0.91
C 1.95 -0.35 -3.17 0.53
C -1.81 2.15 0.96 -0.37
C -1.87 -3.36 -0.08 0.34
C -7.24 3.79 0.31 -0.71
H -9.86 0.86 5.26 0.31
H -3.72 1.33 -7.61 0.39
H -3.69 -4.51 0.07 0.29
H 6.92 -6.94 1.00 0.20
H 4.81 0.56 2.15 0.27
H -0.05 4.62 -7.07 0.30
H 0.67 -3.01 -6.05 0.38
H -4.04 -2.77 7.64 0.21
H 9.77 -7.04 0.81 0.29
H 10.62 -8.24 1.80 0.29
H 6.65 7.64 -6.68 0.35
H 5.83 4.92 -1.90 0.23
H -8.06 -2.66 2.63 0.28
H -8.37 -1.66 1.19 0.34
H -2.12 -4.22 7.81 0.21
H 2.95 -3.28 -4.96 0.21
H 4.50 -6.02 3.44 0.36
H 5.57 -8.08 2.47 0.25
H -2.10 2.53 -4.67 0.16
H 4.19 -7.55 1.47 0.32
H -9.01 2.78 1.86 0.20
H 4.79 -5.16 1.92 0.08
H -3.86 -2.83 0.56 0.20
H -11.57 3.66 3.88 0.29
H 0.37 -1.52 1.11 0.45
H -12.06 1.44 4.21 0.25
H -6.88 3.80 1.34 0.21
H -0.83 -1.42 4.47 0.31
H 3.41 2.28 -4.12 0.32
H -2.26 2.70 5.66 0.15
H -2.69 0.47 -5.49 0.29
H 4.70 -2.10 0.53 0.18
H -2.29 -5.59 8.93 0.35
H -0.65 -2.02 2.48 0.35
H -0.10 0.59 -3.55 0.14
H -4.51 -5.00 7.91 0.24
H -3.89 2.52 -6.31 0.35
H 3.79 -1.60 -3.16 0.57
H 5.63 6.43 -5.86 0.26
H -0.68 6.21 -2.76 0.41
H 2.59 0.08 -1.05 -0.54
H 1.37 -2.03 3.62 0.32
H -9.12 4.78 0.73 0.27
H -5.94 -1.59 1.83 0.29
H -6.88 2.87 -0.15 0.24
H -6.06 -4.38 1.36 0.30
H -3.00 4.80 3.39 0.05
H -1.45 0.72 -6.74 0.36
H -9.11 3.83 -0.77 0.30
H 4.18 5.20 -1.75 0.18
H 8.57 -9.23 2.15 0.26
H 3.47 -3.72 -2.38 0.32
H -2.66 2.75 -7.55 0.26
H -3.61 4.81 1.16 0.10
H -9.66 2.19 4.11 -0.15
H 1.09 3.40 -7.68 0.36
H 3.31 4.10 -4.23 0.09
H 4.35 -0.45 -0.05 -0.19
H 4.74 2.71 -1.80 0.28
H -2.04 5.47 -1.84 0.42
H -2.14 -3.93 9.54 0.25
H 4.42 7.21 -3.93 0.24
H -3.73 -3.24 -1.17 0.42
H 5.77 -5.75 -2.39 0.32
H -1.56 -2.33 -0.30 -0.10
H 1.22 -0.24 3.73 0.21
H 3.38 3.95 -7.51 0.26
H -0.83 -1.02 -5.33 0.33
H 4.67 -3.89 -3.68 0.29
H -1.61 0.79 6.51 0.27
H 8.99 -8.85 -0.73 0.24
H 4.87 7.72 -6.78 0.22
H 2.01 5.74 -7.99 0.35
H -1.29 -1.31 7.45 0.25
H 5.74 9.41 -5.15 0.29
H -4.52 -4.70 9.65 0.29
H -6.80 4.64 -0.22 0.34
H -1.37 -4.02 -0.80 0.25
H 9.82 -10.05 0.25 0.32
H 5.50 3.10 -3.38 0.33
H 6.27 -3.40 -2.10 0.25
H -1.06 6.61 1.06 0.32
H 0.13 -1.80 6.37 0.29
H 10.76 -8.83 -0.64 0.34
H 0.33 -0.55 7.71 0.37
H -8.27 -3.43 1.07 0.35
H 4.06 -6.13 -2.72 0.38
H 6.15 -5.67 2.90 0.31
H 3.51 0.96 -2.31 0.59
H -6.14 -2.36 0.25 0.22
H -1.68 -4.59 1.42 0.27
H 6.12 -0.97 0.20 0.39
H 0.97 3.70 -5.95 0.11
H -12.08 1.79 5.95 0.29
H 6.51 8.12 -4.22 0.23
H -9.69 2.53 5.83 0.27
H 5.81 -0.88 2.72 0.33
H 4.57 -5.57 -1.11 0.19
H -0.01 0.89 5.65 0.44
H 1.45 5.25 -3.09 0.40
H 1.87 5.99 -6.24 0.27
```

Summary:
Highest occupied orbital energy: -8.8 eV
Multiplicity: 1
Energy above the lowest of the compared OMol25 structures with the same formula, charge and spin: 100.80 kcal/mol


Record 4
Density functional theory data (ωB97M-V/def2-TZVPD) for a structure of composition C35H28AsN2O4Pb.

XYZ file:
```
71
Properties=species:S:1:pos:R:3:mulliken_charge:R:1
Pb -0.50 1.73 0.57 0.96
As 3.24 -0.39 0.09 0.11
O 0.81 -0.63 -1.17 -0.59
O -3.83 3.61 -2.58 -0.50
O 0.55 0.00 1.91 -0.86
O -2.61 2.41 -0.28 -0.99
N -1.50 -1.08 1.78 -0.83
N -1.91 -0.14 0.87 0.26
C 6.03 0.84 0.29 0.00
C 1.51 -2.30 5.26 -0.64
C 0.06 -1.80 3.40 0.26
C -4.01 2.30 -2.19 0.44
C -3.35 1.70 -1.07 0.61
C -4.90 1.58 -2.96 -0.50
C 0.13 0.37 -1.33 0.68
C -5.17 0.24 -2.70 -0.67
C -4.51 -0.38 -1.67 -0.86
C 3.26 0.43 -2.60 0.42
C -2.94 -0.47 0.17 -0.60
C 2.87 4.03 -1.48 -0.98
C 3.46 -2.06 -3.83 -0.62
C 3.10 1.66 -1.82 1.11
C 3.09 1.48 -0.43 0.39
C 5.24 -0.31 0.28 0.28
C 3.01 2.57 0.42 -0.65
C -0.41 0.64 -2.72 -1.12
C 3.17 0.32 -3.98 -0.68
C 3.25 -0.92 -4.59 -0.73
C 5.87 -1.55 0.33 -0.36
C -3.59 0.31 -0.85 0.89
C 2.95 2.95 -2.33 -0.25
C 3.56 -1.96 -2.45 -0.77
C 1.22 -1.54 4.14 -0.37
C 3.44 -0.73 -1.83 0.23
C -0.29 -0.89 2.27 0.63
C -2.61 4.27 -2.30 -0.48
C 2.92 3.85 -0.10 -0.55
C 0.67 -3.32 5.66 -0.37
C 8.03 -0.50 0.32 -0.39
C -0.46 -3.61 4.90 -0.62
C 7.26 -1.65 0.33 -0.64
C 7.42 0.74 0.31 -0.70
C -0.77 -2.85 3.78 -0.20
H 2.91 3.11 -3.40 0.37
H -0.01 1.59 -3.08 0.08
H 2.77 5.03 -1.88 0.38
H -3.33 -1.47 0.32 0.31
H -0.11 -0.17 -3.40 0.35
H -5.87 -0.31 -3.31 0.36
H -1.50 0.71 -2.69 0.19
H 1.86 -0.74 3.80 0.37
H 0.89 -3.89 6.55 0.36
H 3.13 -1.00 -5.66 0.37
H -1.75 3.66 -2.56 0.10
H 2.88 4.71 0.56 0.43
H -1.66 -3.03 3.20 0.44
H -2.61 5.17 -2.92 0.29
H 8.02 1.64 0.31 0.38
H 5.57 1.82 0.28 0.31
H 3.51 -3.03 -4.30 0.38
H 5.26 -2.44 0.35 0.36
H 3.03 2.41 1.49 0.32
H -1.11 -4.43 5.18 0.36
H 2.99 1.20 -4.59 0.33
H 7.73 -2.63 0.36 0.38
H 9.11 -0.58 0.32 0.36
H -5.38 2.08 -3.79 0.41
H -2.53 4.54 -1.25 0.22
H 2.41 -2.08 5.83 0.38
H -4.67 -1.44 -1.48 0.32
H 3.69 -2.85 -1.84 0.34
```

Summary:
Highest occupied orbital energy: -4.1 eV
Charge: -1
Multiplicity: 1
Energy above the lowest of the compared OMol25 structures with the same formula, charge and spin: 0.15 kcal/mol